(1)
DFT (wB97M-V/def2-TZVPD) results for one molecule with the formula CH14N12.

Geometry as XYZ:
```
27
Properties=species:S:1:pos:R:3:forces:R:3:mulliken_charge:R:1
C -3.573 -0.144 -2.141 -0.4 1.2 2.0 -0.650
N -0.483 1.579 -1.070 -1.7 2.0 -0.6 0.476
N -0.995 1.040 -2.127 2.0 -1.8 0.8 -0.538
N 0.417 1.034 -0.331 -0.7 -0.9 -0.7 -0.391
N 1.444 -3.484 2.162 -1.1 -0.2 2.0 -0.621
N -3.075 0.861 -3.139 0.9 -1.5 -1.4 -0.355
N -1.977 1.723 -2.733 -1.2 -1.4 -1.9 -0.210
N 0.923 1.888 0.601 -0.3 2.7 0.5 -0.124
N 1.244 -2.077 1.941 0.3 0.5 -0.2 -0.019
N 1.305 1.357 1.821 -0.6 -0.7 0.8 -0.225
N 2.581 -1.675 1.587 -0.8 1.4 -2.2 -0.249
N 2.574 0.808 1.785 0.3 -2.8 1.3 -0.423
N 2.743 -0.405 1.067 0.5 1.0 -1.4 -0.321
H -4.586 0.137 -1.742 0.7 0.1 -0.6 0.245
H -3.691 -1.105 -2.563 0.0 -1.0 -0.8 0.309
H -2.993 -0.344 -1.182 0.0 0.7 -1.4 0.203
H -0.843 2.599 -0.924 1.0 -1.6 0.5 0.242
H 0.648 -4.088 1.958 0.0 0.8 -0.3 0.219
H 2.183 -3.666 1.555 1.3 -0.9 -1.3 0.280
H -2.788 0.302 -4.065 -0.4 2.0 2.9 0.308
H -2.306 2.515 -2.242 -0.9 1.0 0.7 0.205
H 0.402 2.800 0.751 0.5 -1.5 -0.2 0.250
H 1.118 -1.633 2.836 -0.5 -0.4 0.7 0.239
H 0.699 0.574 2.220 0.6 1.5 -1.1 0.277
H 3.226 -1.707 2.315 1.0 -0.5 2.0 0.271
H 3.347 1.401 1.553 -0.3 0.7 -0.1 0.298
H 2.453 -0.287 0.107 -0.3 -0.6 0.0 0.303
```
Forces are in eV/Å.

Its net charge is 0. Its orbital gap (alpha / beta) is 0.2865 / 0.2858 Ha. As for the highest occupied orbital energy (alpha / beta): -0.26065 / -0.25994 Eh.


(2)
DFT (wB97M-V/def2-TZVPD) results for a 15-piece molecular cluster, C26H66Cl2N28O16 overall.

Geometry as XYZ:
```
138
Properties=species:S:1:pos:R:3:forces:R:3:mulliken_charge:R:1
C 3.195 3.486 1.459 1.0 -4.9 -5.0 -0.270
C 3.480 2.677 0.445 -2.6 3.0 5.3 -0.243
C 3.378 1.492 -0.675 0.1 1.9 1.0 -0.592
C 2.198 0.439 -0.354 -0.3 -3.0 -1.6 0.346
C 2.125 -0.817 -1.091 -0.9 2.5 2.0 -0.418
C 0.883 -1.831 -0.765 0.1 -1.9 0.4 0.172
O 1.013 -3.101 -0.712 -0.6 5.5 -0.6 -0.572
C -0.530 -1.069 -0.459 1.0 2.8 1.7 -0.548
C -0.460 0.177 0.270 0.7 -2.5 -1.5 0.220
C -1.712 1.117 0.640 0.7 -0.1 -1.3 0.247
Cl -1.078 2.880 0.547 -0.2 -1.3 0.3 -0.177
C -2.924 1.050 -0.460 -0.3 0.7 1.7 0.329
C -3.929 2.339 -0.265 0.4 -1.0 -0.5 -1.042
Cl -2.288 1.216 -2.213 -0.4 -0.6 1.5 -0.198
C 1.031 0.650 0.749 -0.2 0.9 2.3 0.066
O 1.201 1.101 1.926 -0.5 -2.0 -4.9 -0.478
H 2.829 4.020 2.423 1.2 -1.0 -2.4 0.365
H 3.187 2.058 -1.677 0.1 -1.2 1.8 0.340
H 4.411 0.996 -0.757 -1.7 0.6 0.2 0.374
H 2.885 -1.100 -1.911 -1.3 0.4 1.7 0.291
H -1.549 -1.476 -0.795 1.9 0.4 0.5 0.331
H -2.061 0.922 1.717 0.3 0.4 -1.8 0.415
H -3.459 0.040 -0.282 0.8 1.6 -0.8 0.110
H -3.888 2.762 0.803 -0.1 -0.8 -1.7 0.267
H -3.589 3.129 -1.033 -0.8 -1.2 1.5 0.375
H -4.982 1.950 -0.516 1.6 0.8 0.4 0.221
C -5.409 -2.660 -0.890 -0.6 0.3 -0.6 0.618
O -5.172 -1.659 -0.221 0.3 0.2 0.4 -0.771
N -4.741 -3.825 -0.720 0.8 -0.6 0.5 -0.305
N -6.354 -2.689 -1.851 0.0 0.3 0.2 -0.175
H -4.919 -4.655 -1.257 -0.1 0.1 0.1 0.141
H -4.026 -3.845 -0.010 -0.2 0.0 -0.2 0.230
H -6.875 -1.841 -2.009 0.1 -0.3 -0.1 0.171
H -6.562 -3.500 -2.409 -0.1 0.2 -0.1 0.141
C -6.185 4.501 -2.780 0.5 0.2 0.1 0.621
O -5.528 4.804 -1.795 -0.1 -0.1 0.1 -0.651
N -5.729 4.665 -4.042 0.4 -0.1 -0.3 -0.261
N -7.430 3.972 -2.693 -0.9 -0.4 0.5 -0.378
H -6.253 4.422 -4.864 0.2 0.2 -0.1 0.147
H -4.806 5.057 -4.149 -0.3 0.0 -0.2 0.143
H -7.806 3.833 -1.768 0.1 0.0 -0.2 0.214
H -7.985 3.716 -3.489 0.1 0.1 0.1 0.162
C -4.707 3.989 -7.476 0.0 0.2 0.1 0.660
O -5.073 4.958 -6.826 -0.1 0.0 0.0 -0.647
N -4.578 4.020 -8.823 -0.1 0.4 -0.8 -0.428
N -4.397 2.802 -6.906 0.0 -0.6 0.7 -0.317
H -4.279 3.236 -9.375 0.0 0.1 0.1 0.152
H -4.800 4.888 -9.286 0.1 -0.2 0.1 0.222
H -4.480 2.738 -5.902 0.1 0.0 -0.2 0.209
H -4.095 1.995 -7.422 0.0 0.1 0.1 0.165
C 4.027 -4.988 -3.418 0.4 0.2 -0.5 0.553
O 4.785 -4.859 -4.367 -0.1 0.0 0.1 -0.649
N 3.931 -6.138 -2.710 0.1 -0.9 0.3 -0.351
N 3.217 -3.993 -2.989 -0.4 0.8 0.1 -0.249
H 3.315 -6.264 -1.928 0.1 0.1 -0.1 0.169
H 4.519 -6.905 -2.998 -0.1 0.2 0.1 0.208
H 3.259 -3.119 -3.490 0.0 -0.3 0.1 0.154
H 2.586 -4.079 -2.210 0.0 0.1 0.0 0.195
C 6.658 3.283 3.288 0.4 0.3 -0.6 0.632
O 6.500 4.171 2.464 0.0 0.0 -0.1 -0.689
N 5.773 2.273 3.454 -1.0 -0.6 0.0 -0.308
N 7.730 3.229 4.108 0.7 0.2 0.2 -0.362
H 5.885 1.534 4.126 0.2 0.0 -0.1 0.239
H 4.955 2.276 2.859 0.2 0.0 -0.1 -0.079
H 8.415 3.965 4.018 -0.1 -0.1 0.1 0.168
H 7.878 2.507 4.792 0.1 0.0 0.0 0.194
C 9.145 3.739 -0.692 -0.5 0.7 0.1 0.522
O 9.904 3.870 -1.646 0.4 -0.1 -0.1 -0.729
N 9.052 2.587 0.015 0.3 -1.2 0.2 -0.314
N 8.337 4.729 -0.261 -0.4 0.2 -0.3 -0.167
H 8.437 2.459 0.800 0.0 0.1 -0.1 0.157
H 9.641 1.821 -0.275 -0.1 0.2 0.1 0.198
H 8.376 5.610 -0.763 0.2 -0.1 0.3 0.296
H 7.709 4.639 0.520 0.0 -0.1 0.1 0.164
C -7.562 -5.303 1.424 0.1 0.2 0.1 0.736
O -8.164 -5.101 0.377 0.2 0.0 -0.2 -0.730
N -7.754 -6.412 2.176 -0.4 -0.8 0.1 -0.363
N -6.652 -4.435 1.919 0.3 0.7 -0.1 -0.376
H -7.270 -6.595 3.037 -0.1 0.0 -0.1 0.157
H -8.427 -7.084 1.840 0.1 0.1 0.2 0.204
H -6.481 -3.596 1.385 0.0 -0.1 0.1 0.176
H -6.147 -4.580 2.774 -0.1 0.0 -0.1 0.152
C -8.020 -3.784 -5.192 -0.1 0.0 0.1 0.642
O -7.361 -3.477 -4.208 0.0 -0.1 -0.2 -0.687
N -7.563 -3.623 -6.455 0.7 0.2 -0.6 -0.415
N -9.262 -4.311 -5.103 -0.6 -0.3 0.5 -0.394
H -8.088 -3.869 -7.275 0.0 0.0 0.1 0.167
H -6.640 -3.232 -6.564 -0.2 -0.1 0.0 0.221
H -9.638 -4.446 -4.177 0.0 0.0 -0.2 0.210
H -9.818 -4.569 -5.898 0.1 0.0 0.1 0.169
C 6.564 4.753 7.218 -0.6 -0.1 -0.2 0.547
O 7.673 5.214 6.965 -0.5 0.5 -0.4 -0.791
N 5.843 4.057 6.316 -0.2 -0.2 -0.6 -0.226
N 5.969 4.903 8.423 0.1 0.4 0.8 -0.383
H 4.933 3.671 6.502 0.0 -0.1 0.1 0.100
H 6.255 3.924 5.402 -0.1 0.2 0.4 0.276
H 6.477 5.418 9.125 -0.2 -0.1 -0.2 0.235
H 5.063 4.533 8.649 0.1 0.0 -0.1 0.172
C 10.413 7.523 -0.474 0.0 -0.4 -0.1 0.644
O 9.255 7.226 -0.722 -0.1 0.7 -0.1 -0.708
N 10.797 8.789 -0.184 -0.2 1.0 0.2 -0.411
N 11.412 6.613 -0.469 0.3 -0.7 0.0 -0.310
H 11.744 9.052 0.022 -0.1 -0.1 0.0 0.151
H 10.080 9.497 -0.178 0.2 -0.2 0.0 0.224
H 11.164 5.656 -0.683 0.0 0.1 -0.2 0.156
H 12.371 6.835 -0.269 -0.1 0.0 0.0 0.165
C -10.508 -8.064 -0.985 -0.7 0.2 -0.1 0.592
O -11.660 -8.374 -1.251 0.0 -0.1 0.0 -0.699
N -10.141 -6.795 -0.692 -0.1 0.4 -0.1 -0.192
N -9.496 -8.963 -0.961 0.4 -0.8 0.0 -0.289
H -9.197 -6.521 -0.470 -0.1 0.3 0.1 0.164
H -10.865 -6.094 -0.699 0.2 -0.2 0.1 0.184
H -9.727 -9.921 -1.175 0.2 0.2 0.0 0.160
H -8.543 -8.728 -0.745 -0.1 -0.1 0.0 0.159
C -6.886 -9.709 -3.735 -0.2 -0.4 0.4 0.610
O -7.266 -10.544 -2.928 0.1 0.1 0.0 -0.627
N -6.171 -10.033 -4.837 0.5 -0.5 -0.6 -0.399
N -7.147 -8.387 -3.598 -0.2 0.8 0.4 -0.225
H -5.850 -9.362 -5.513 -0.1 -0.1 0.1 0.156
H -5.956 -11.008 -4.976 -0.1 0.2 0.0 0.229
H -7.678 -8.105 -2.789 0.0 -0.1 -0.3 0.084
H -6.843 -7.687 -4.250 0.0 -0.1 0.1 0.149
C 10.435 3.102 8.100 -0.4 0.4 -0.1 0.633
O 10.096 2.101 7.482 0.0 -0.2 -0.1 -0.678
N 9.727 4.252 8.068 0.0 -0.5 0.0 -0.280
N 11.549 3.142 8.871 1.0 -0.5 0.5 -0.395
H 9.988 5.084 8.567 0.0 -0.1 -0.1 0.178
H 8.883 4.263 7.499 0.5 0.4 0.3 0.178
H 12.104 2.302 8.921 -0.1 0.2 0.0 0.237
H 11.844 3.952 9.386 -0.1 -0.1 -0.1 0.154
C 2.419 1.452 5.963 0.2 0.1 0.1 0.591
O 3.087 1.750 6.944 0.1 0.2 0.1 -0.688
N 2.868 1.616 4.698 0.6 0.2 -0.5 -0.012
N 1.173 0.933 6.057 -0.8 -0.3 0.5 -0.344
H 2.336 1.378 3.879 -0.1 0.0 -0.1 0.216
H 3.794 2.001 4.587 -0.3 0.0 0.1 0.116
H 0.801 0.796 6.984 0.1 0.0 -0.2 0.230
H 0.610 0.683 5.263 0.1 0.1 0.0 0.145
```
Forces are in eV/Å.

Its net charge is 0. Its orbital gap is 0.2610 Ha. As for the highest occupied orbital energy: -0.32174 Eh.


The following energy values (in eV) correspond, in order, to the records above: -19133.29696, -127567.73829.
The following max |F| values (in eV Å⁻¹) correspond, in order, to the records above: 3.56, 7.09.